{"formula": "C6H19N2O", "method": "ωB97M-V/def2-TZVPD", "total_charge": 1, "e_homo_ev": -12.2, "de_lowest_kj_mol": 99.8, "e_lumo_ev": -3.09, "species": ["O", "N", "N", "C", "C", "C", "C", "C", "C", "H", "H", "H", "H", "H", "H", "H", "H", "H", "H", "H", "H", "H", "H", "H", "H", "H", "H", "H"], "coordinates": [[2.219, -2.003, -1.116], [-2.045, 0.642, -0.196], [1.475, 0.617, -1.458], [-0.836, 0.152, -0.820], [0.391, 0.903, -0.364], [0.970, 0.597, 0.996], [2.119, 1.493, 1.443], [-2.279, -1.460, 1.277], [-2.941, -0.366, 0.429], [-0.867, 0.253, -1.925], [1.404, -0.274, -1.933], [2.381, 0.683, -1.010], [-0.727, -0.930, -0.703], [-1.237, -1.721, 1.079], [2.918, -2.438, -0.638], [1.426, 1.416, -2.072], [-1.840, 1.369, 0.466], [1.771, 2.523, 1.539], [-3.656, 0.185, 1.034], [0.124, 0.921, 1.623], [-3.517, -0.795, -0.387], [0.278, 1.994, -0.380], [-2.825, -2.382, 1.035], [1.242, -0.450, 1.142], [2.468, 1.218, 2.439], [3.001, 1.534, 0.794], [2.017, -2.618, -1.802], [-2.401, -1.394, 2.356]], "forces_ev_per_angstrom": [[-0.17, 0.78, 0.29], [-0.06, -0.34, 0.35], [-0.31, 1.55, 1.03], [-0.58, 0.00, -0.68], [1.45, -0.55, -0.45], [-0.44, 0.37, 0.58], [0.13, 0.59, -0.02], [-0.75, -1.24, -0.12], [0.73, 0.47, -0.23], [-0.31, 0.29, 0.21], [-0.07, -0.26, 0.05], [0.33, -0.34, 0.05], [0.29, 0.04, 0.41], [-0.01, 0.41, -0.14], [0.51, -0.16, 0.48], [0.00, -0.10, -0.81], [0.04, 0.24, 0.16], [0.00, 0.08, -0.09], [-0.04, 0.09, 0.00], [0.22, -0.85, 0.33], [0.00, -0.26, -0.02], [-0.34, -0.15, -0.39], [0.16, -0.02, 0.09], [-0.47, -0.03, -0.09], [-0.01, -0.17, -0.14], [-0.04, -0.25, -0.02], [-0.35, -0.81, -0.85], [0.09, 0.60, 0.02]]}

=====

{"formula": "C3H10NO3S", "method": "ωB97M-V/def2-TZVPD", "total_charge": -1, "e_homo_ev": -3.2, "de_lowest_kj_mol": 55.2, "e_lumo_ev": 3.75, "species": ["S", "O", "O", "O", "N", "C", "C", "C", "H", "H", "H", "H", "H", "H", "H", "H", "H", "H"], "coordinates": [[-2.391, 0.579, 0.755], [2.514, -0.669, -0.565], [1.234, -2.354, 1.304], [0.249, -0.193, 2.652], [0.283, -0.199, -0.847], [-0.717, 0.509, -1.574], [-1.610, 1.388, -0.691], [1.609, -0.072, -1.121], [0.054, -0.681, 0.011], [0.907, -1.536, 1.718], [-1.023, 2.224, -0.282], [1.942, -1.917, 0.781], [-0.461, 0.465, 2.419], [-0.357, 1.128, -2.397], [1.796, 0.694, -1.892], [-1.385, -0.242, -2.029], [-2.431, 1.829, -1.249], [-0.214, -0.953, 3.009]], "forces_ev_per_angstrom": [[0.22, -0.24, 0.03], [0.45, -0.04, 0.02], [0.63, 0.61, -0.25], [-0.13, 0.95, 0.25], [2.43, 0.44, -0.38], [-2.31, -0.11, 0.02], [0.16, 0.36, 1.03], [-1.41, 0.23, 0.36], [-0.55, -0.18, -0.01], [-0.21, -0.23, 0.21], [0.09, -0.08, -0.32], [-0.23, -0.65, -0.13], [0.25, -0.92, -0.29], [0.72, -0.18, 0.09], [0.10, -0.17, -0.21], [0.11, 0.17, -0.02], [0.11, -0.01, -0.54], [-0.45, 0.06, 0.15]]}

=====

{"formula": "C4H24B2CuN8O4", "method": "ωB97M-V/def2-TZVPD", "e_homo_ev": [-8.5, -8.4], "spin_multiplicity": 2, "de_lowest_kj_mol": 45.8, "e_lumo_ev": [0.43, -0.73], "s_squared": 0.752, "species": ["Cu", "O", "O", "O", "O", "N", "N", "N", "N", "N", "N", "N", "N", "C", "C", "C", "C", "B", "B", "H", "H", "H", "H", "H", "H", "H", "H", "H", "H", "H", "H", "H", "H", "H", "H", "H", "H", "H", "H", "H", "H", "H", "H"], "coordinates": [[-0.097, -0.596, -0.026], [1.269, 1.204, -0.374], [0.625, -0.905, -2.064], [-0.837, 0.008, 2.225], [-1.466, 1.058, -0.583], [1.795, -2.849, -2.092], [-1.114, 3.166, 0.202], [2.476, 2.891, 0.568], [-2.674, -0.951, 3.164], [0.154, -2.443, -3.680], [3.490, 1.262, -0.721], [-1.872, 2.809, -1.951], [-1.950, 1.154, 3.827], [0.885, -1.984, -2.605], [-1.761, 0.049, 3.025], [-1.440, 2.261, -0.778], [2.335, 1.754, -0.206], [-1.926, -2.001, -0.424], [1.742, -1.685, 0.957], [4.395, 1.685, -0.616], [3.384, 3.117, 0.933], [-1.213, 1.830, 3.846], [1.322, -0.645, 1.357], [-1.204, 4.139, -0.022], [-2.221, 2.218, -2.683], [-2.006, -1.482, 0.659], [3.462, 0.435, -1.289], [-2.728, 1.232, 4.453], [-1.418, -1.225, -1.180], [-2.443, -1.848, 2.777], [-0.967, 2.808, 1.125], [-1.921, 3.794, -2.139], [2.177, -2.630, -1.179], [-3.532, -0.771, 3.649], [-1.138, -2.897, -0.292], [1.686, 3.069, 1.160], [1.731, -3.822, -2.332], [0.538, -3.243, -4.157], [2.371, -1.524, -0.047], [-0.171, -1.694, -4.269], [2.519, -2.079, 1.771], [-3.023, -2.293, -0.777], [0.767, -2.374, 0.788]], "forces_ev_per_angstrom": [[-0.47, -0.84, 0.00], [-0.59, 0.47, -0.16], [0.52, 0.23, -0.79], [0.26, 0.28, 0.45], [0.15, 0.09, -0.12], [0.12, -0.15, -0.55], [0.00, -0.23, -1.01], [-0.10, -0.08, -0.40], [0.38, 0.56, 0.36], [0.60, 0.35, 0.03], [0.39, -0.03, -0.43], [0.09, 0.20, -0.37], [-0.21, -0.27, -0.30], [-0.64, -0.71, 1.09], [-0.14, 0.05, -0.40], [-0.66, 0.29, 0.54], [0.90, -0.24, 0.60], [0.30, -0.68, 1.35], [0.39, -0.31, -0.21], [-0.16, 0.21, 0.15], [-0.05, -0.01, 0.09], [-0.04, 0.09, 0.01], [-0.26, 1.17, 0.10], [0.08, 0.09, 0.53], [0.16, -0.33, 0.18], [-0.11, 0.18, 0.29], [-0.35, -0.10, 0.11], [0.14, 0.02, 0.17], [0.38, 0.82, -0.64], [-0.28, 0.03, -0.36], [0.03, 0.04, 0.09], [0.11, 0.01, 0.27], [-0.25, 0.14, 0.13], [-0.03, -0.39, 0.08], [-0.05, -0.58, -0.23], [0.00, 0.05, 0.08], [0.00, -0.02, -0.07], [-0.06, 0.12, -0.20], [0.25, 0.28, -0.31], [-0.27, -0.12, -0.03], [-0.11, -0.26, 0.49], [-0.25, 0.06, -0.47], [-0.16, -0.50, -0.15]]}

=====

{"formula": "C15H13Br2FeN5", "method": "ωB97M-V/def2-TZVPD", "total_charge": 3, "e_homo_ev": [-18.4, -18.8], "spin_multiplicity": 6, "de_lowest_kj_mol": 0.0, "e_lumo_ev": [-10.72, -12.81], "s_squared": 8.810, "species": ["Br", "Br", "Fe", "N", "N", "N", "N", "N", "C", "C", "C", "C", "C", "C", "C", "C", "C", "C", "C", "C", "C", "C", "C", "H", "H", "H", "H", "H", "H", "H", "H", "H", "H", "H", "H", "H"], "coordinates": [[-2.050, -1.938, -2.583], [-3.611, 0.525, -1.376], [-0.888, 0.087, -1.364], [-0.672, 2.074, -2.080], [0.336, -1.339, -0.077], [1.255, -3.351, 0.647], [-0.062, 1.121, 0.267], [0.467, 0.552, 1.330], [1.562, -2.892, 1.908], [1.545, -0.994, 3.454], [-0.331, 4.345, -1.338], [0.663, -2.601, -0.272], [1.243, -1.528, 2.180], [-3.824, -1.148, -2.323], [-0.912, 2.531, -3.301], [-0.873, 3.895, -3.618], [-0.591, 4.812, -2.629], [-0.016, 2.426, 0.180], [-0.374, 2.982, -1.099], [0.655, -0.785, 1.135], [2.433, -3.153, 4.093], [2.126, -1.802, 4.390], [2.159, -3.705, 2.862], [2.897, -3.765, 4.857], [0.351, 3.036, 1.001], [1.490, -4.311, 0.408], [-0.090, 5.029, -0.535], [0.457, -3.076, -1.223], [-1.065, 4.206, -4.636], [-4.241, -0.958, -3.304], [2.401, -4.738, 2.643], [-1.143, 1.801, -4.068], [-0.561, 5.872, -2.845], [1.312, 0.039, 3.669], [-4.410, -1.834, -1.723], [2.361, -1.414, 5.371]], "forces_ev_per_angstrom": [[-0.08, 0.11, -0.16], [0.05, -0.17, 0.07], [0.03, -0.03, 0.03], [0.00, 0.01, -0.11], [-0.10, 0.05, 0.11], [0.00, 0.01, -0.02], [0.02, -0.05, 0.02], [-0.06, 0.07, 0.03], [0.00, 0.02, 0.02], [0.01, -0.01, 0.03], [0.00, 0.00, 0.00], [-0.01, -0.06, 0.03], [-0.01, 0.00, -0.03], [0.12, 0.01, 0.03], [-0.01, -0.01, 0.04], [0.00, 0.02, 0.00], [0.00, 0.01, -0.01], [0.01, 0.11, -0.06], [0.03, -0.05, 0.02], [0.04, -0.08, -0.05], [0.00, 0.00, 0.00], [0.00, 0.01, 0.00], [0.00, 0.00, -0.01], [0.00, 0.00, 0.00], [0.00, -0.01, 0.00], [0.00, 0.00, 0.01], [0.00, 0.00, 0.00], [-0.02, 0.01, 0.00], [0.00, 0.00, 0.00], [-0.01, 0.00, 0.01], [0.00, 0.00, 0.01], [0.00, 0.00, 0.00], [0.00, 0.00, 0.00], [0.00, 0.00, 0.00], [0.00, 0.01, 0.01], [0.00, 0.00, 0.00]]}

=====

{"formula": "C21H51F2NO9Si", "method": "ωB97M-V/def2-TZVPD", "e_homo_ev": -8.9, "e_lumo_ev": 0.21, "species": ["Si", "F", "F", "O", "O", "O", "O", "O", "O", "O", "O", "O", "N", "C", "C", "C", "C", "C", "C", "C", "C", "C", "C", "C", "C", "C", "C", "C", "C", "C", "C", "C", "C", "C", "H", "H", "H", "H", "H", "H", "H", "H", "H", "H", "H", "H", "H", "H", "H", "H", "H", "H", "H", "H", "H", "H", "H", "H", "H", "H", "H", "H", "H", "H", "H", "H", "H", "H", "H", "H", "H", "H", "H", "H", "H", "H", "H", "H", "H", "H", "H", "H", "H", "H", "H"], "coordinates": [[-5.484, -1.297, -2.345], [-8.610, -3.204, -2.717], [-5.382, -1.896, 0.761], [0.242, 0.058, -0.325], [2.437, 3.450, 2.316], [-2.498, 3.498, 1.980], [-6.557, -3.851, 0.351], [3.299, 0.580, 0.323], [4.199, 1.734, 3.694], [0.886, -4.268, 0.124], [-6.676, -4.471, -2.531], [-3.234, -2.978, -5.753], [-6.685, -2.279, -1.431], [-1.546, -2.657, -7.442], [-7.249, -3.393, -2.224], [-2.729, -1.899, -1.377], [5.658, 1.327, 5.567], [-1.539, -4.254, -1.741], [3.569, 5.447, 1.588], [-1.976, -5.480, -2.000], [5.673, 0.369, 0.672], [5.235, 2.302, 4.488], [-3.428, 4.558, 2.163], [2.563, 4.846, 2.550], [-3.779, -2.131, -2.598], [1.920, -3.695, 0.915], [2.346, -4.664, 2.000], [-1.292, -2.643, -1.630], [-0.343, 1.103, 0.441], [-1.875, -3.238, -6.081], [0.193, 2.445, -0.013], [-6.202, -2.708, -0.106], [-2.735, 5.895, 1.992], [4.572, 0.856, -0.248], [-2.569, -6.458, -2.186], [5.578, -0.706, 0.849], [-5.286, -0.022, -1.643], [-4.224, 4.442, 1.423], [-2.287, 5.971, 0.997], [-0.502, -2.845, -7.704], [-0.770, -2.286, -2.590], [2.700, -5.601, 1.560], [3.144, -4.238, 2.613], [-1.924, 6.006, 2.717], [-3.440, 6.720, 2.124], [4.627, 0.347, -1.214], [-3.783, -3.390, -6.435], [0.142, -4.462, 0.712], [1.552, -2.759, 1.349], [4.549, 4.977, 1.710], [3.454, 1.539, 4.282], [6.658, 0.570, 0.242], [-0.252, 3.259, 0.564], [1.580, 5.303, 2.411], [5.608, 0.860, 1.647], [-0.120, 0.930, 1.499], [-3.870, 4.471, 3.160], [-3.140, -2.338, -0.397], [4.653, 1.934, -0.421], [-1.724, -1.578, -7.452], [-2.496, -0.766, -1.229], [6.076, 2.535, 3.831], [2.873, 5.002, 3.589], [-3.296, -1.605, -3.525], [4.870, 3.237, 4.926], [1.500, -4.916, 2.647], [4.813, 1.075, 6.214], [-0.580, -2.524, -0.716], [3.259, 5.277, 0.553], [3.255, 1.041, 1.174], [6.010, 0.392, 5.123], [-2.187, -3.094, -8.214], [1.280, 2.486, 0.100], [6.457, 1.749, 6.182], [-1.711, -4.320, -6.066], [-1.427, 1.059, 0.305], [3.672, 6.523, 1.753], [-0.022, 2.606, -1.074], [-3.842, -3.256, -2.905], [-1.248, -2.784, -5.310], [-6.057, -1.117, -3.702], [2.761, -3.463, 0.258], [1.201, 0.100, -0.191], [-1.802, 3.603, 2.644], [3.312, 3.051, 2.451]], "forces_ev_per_angstrom": [[1.59, -0.07, -1.16], [3.70, 0.31, 1.65], [-2.18, -1.15, -3.31], [-0.04, -0.31, -0.04], [-0.11, -0.07, -0.09], [0.07, -0.20, 0.01], [2.05, 6.29, -2.09], [-0.35, -0.04, 0.10], [-0.13, -0.07, -0.25], [0.01, 0.03, -0.03], [-2.93, 5.86, 1.55], [-0.25, 0.02, 0.07], [0.82, -0.86, 1.46], [0.13, 0.12, -0.08], [0.85, -4.73, -1.33], [0.60, -0.50, -0.09], [0.13, -0.10, 0.05], [-3.00, -5.27, -2.02], [0.02, 0.18, -0.11], [1.43, 6.48, 1.40], [0.19, -0.07, 0.04], [-0.02, -0.13, 0.37], [0.33, 0.11, 0.18], [0.30, -0.25, -0.17], [1.53, -0.14, -0.23], [-0.28, -0.19, 0.24], [0.17, -0.07, 0.09], [-0.30, -1.80, 0.63], [0.35, 0.11, -0.17], [-0.16, -0.09, -0.33], [0.06, 0.25, -0.05], [-2.24, -6.02, 2.34], [-0.03, 0.18, -0.10], [0.09, 0.05, 0.29], [1.69, 2.28, 0.53], [0.01, 0.09, -0.10], [-0.26, 0.00, 0.15], [0.15, -0.16, 0.05], [-0.12, -0.03, 0.06], [-0.07, 0.01, -0.05], [-0.83, -0.57, 1.51], [0.02, 0.13, -0.01], [-0.05, -0.06, 0.03], [-0.11, 0.03, 0.05], [0.09, 0.00, 0.02], [-0.20, 0.04, 0.11], [0.15, 0.13, 0.24], [0.16, -0.03, -0.27], [0.20, 0.10, 0.05], [-0.02, 0.08, 0.09], [0.14, 0.06, -0.25], [-0.03, -0.02, 0.05], [0.05, -0.02, -0.06], [0.03, -0.17, 0.02], [0.02, 0.04, -0.09], [-0.14, 0.15, 0.11], [-0.17, 0.13, -0.04], [0.57, 0.79, -1.42], [0.13, 0.00, -0.12], [0.07, -0.09, 0.07], [-0.51, -2.02, -0.25], [-0.20, -0.05, -0.08], [-0.03, 0.21, 0.04], [-1.05, -0.87, 1.44], [0.16, 0.07, 0.03], [0.06, 0.11, 0.03], [0.07, 0.11, 0.03], [-1.33, 0.10, -1.86], [-0.06, 0.05, 0.12], [-0.01, -0.14, -0.21], [0.03, 0.14, 0.00], [0.11, -0.07, 0.02], [-0.12, 0.00, 0.11], [-0.08, -0.05, 0.01], [0.21, 0.03, 0.04], [0.11, -0.12, 0.01], [0.07, -0.05, -0.04], [-0.12, -0.06, 0.09], [0.06, 1.98, 0.71], [-0.21, -0.05, 0.04], [-0.28, -0.02, 0.31], [-0.20, -0.03, -0.07], [-0.08, 0.04, -0.09], [-0.20, -0.08, -0.22], [-0.28, 0.02, 0.23]]}

=====

{"formula": "C21H25N5O3", "method": "ωB97M-V/def2-TZVPD", "e_homo_ev": -7.9, "de_lowest_kj_mol": 450.0, "e_lumo_ev": -0.18, "species": ["O", "O", "O", "N", "N", "N", "N", "N", "C", "C", "C", "C", "C", "C", "C", "C", "C", "C", "C", "C", "C", "C", "C", "C", "C", "C", "C", "C", "C", "H", "H", "H", "H", "H", "H", "H", "H", "H", "H", "H", "H", "H", "H", "H", "H", "H", "H", "H", "H", "H", "H", "H", "H", "H"], "coordinates": [[-3.925, 1.627, 0.247], [-4.032, 0.066, 1.725], [0.184, 1.196, -3.070], [4.868, 1.348, 1.472], [3.410, 2.421, 0.059], [-3.614, -2.425, 0.453], [1.689, 0.759, -1.446], [-3.621, 0.525, 0.668], [5.811, 2.764, -0.203], [6.087, 1.114, 1.925], [-5.850, -4.246, 1.133], [-0.415, -1.489, -1.060], [-1.692, 0.499, -0.738], [2.352, 1.679, 0.710], [-4.492, -4.214, 1.840], [-4.997, -2.006, 0.377], [7.231, 1.653, 1.371], [7.073, 2.501, 0.280], [-5.881, -3.196, 0.018], [4.707, 2.161, 0.424], [-3.392, -3.796, 0.869], [-2.666, -0.239, -0.060], [-2.592, -1.652, 0.019], [-1.398, -2.236, -0.463], [2.022, 0.406, -0.084], [-0.561, -0.108, -1.234], [0.453, 0.687, -1.997], [3.034, 2.792, -1.287], [2.717, 1.534, -2.108], [8.206, 1.427, 1.771], [-6.639, -4.048, 1.858], [1.192, -0.122, 0.382], [2.348, 1.800, -3.100], [-3.381, -4.477, 0.007], [-1.828, 1.567, -0.817], [7.935, 2.956, -0.187], [0.473, -1.979, -1.434], [2.905, -0.243, -0.090], [-4.253, -5.193, 2.256], [-5.328, -1.565, 1.328], [3.620, 0.920, -2.201], [-1.268, -3.303, -0.399], [2.682, 1.418, 1.714], [-5.087, -1.235, -0.396], [-2.424, -3.856, 1.372], [6.134, 0.448, 2.778], [-6.032, -5.233, 0.707], [-5.524, -3.627, -0.919], [-4.511, -3.497, 2.662], [5.687, 3.435, -1.038], [2.138, 3.418, -1.228], [3.821, 3.365, -1.772], [1.466, 2.320, 0.760], [-6.899, -2.844, -0.147]], "forces_ev_per_angstrom": [[-0.11, 0.06, -0.06], [0.13, 0.20, 0.03], [-0.22, 0.18, -0.18], [-0.32, 0.01, -0.17], [-0.28, 0.19, 0.07], [0.03, -0.07, 0.15], [0.22, -0.03, -0.06], [-0.57, 0.46, 0.65], [0.02, -0.01, -0.12], [0.38, -0.01, 0.03], [0.04, 0.04, -0.02], [-0.10, 0.30, 0.01], [0.03, -0.06, 0.02], [-0.12, -0.39, 0.21], [0.04, -0.11, -0.13], [-0.57, 0.11, 0.02], [0.05, 0.00, 0.02], [-0.12, -0.11, 0.07], [0.02, 0.08, 0.02], [0.36, 0.02, 0.26], [0.14, -0.27, 0.23], [0.97, -0.65, -0.69], [0.00, 0.37, -0.11], [-0.01, -0.04, 0.07], [0.02, 0.15, 0.54], [-0.27, -0.16, -0.06], [-0.07, -0.15, 0.07], [0.07, -0.16, -0.34], [0.05, 0.34, -0.29], [0.07, -0.04, 0.06], [-0.05, -0.05, 0.00], [0.13, 0.03, -0.02], [0.11, -0.06, 0.10], [0.10, -0.03, 0.03], [-0.01, 0.04, -0.02], [0.04, 0.04, -0.04], [0.10, -0.08, -0.02], [-0.07, -0.01, 0.05], [0.04, 0.03, 0.06], [-0.04, -0.07, -0.25], [-0.02, 0.05, -0.01], [-0.05, -0.11, -0.02], [-0.20, 0.05, -0.11], [0.02, -0.02, 0.12], [-0.04, -0.03, -0.11], [0.12, -0.03, 0.07], [-0.04, -0.03, 0.04], [-0.05, 0.00, -0.05], [0.05, -0.01, 0.06], [-0.02, 0.05, -0.05], [0.08, 0.00, -0.07], [-0.06, 0.03, 0.02], [0.00, -0.04, 0.00], [0.00, 0.02, -0.07]]}